Entry 1:
C50H50BrCsGe2N3O8PS2 | ωB97M-V with the def2-TZVPD basis set

Each line ends with the Mulliken charge.
Positions of all 118 atoms, in Å:
Cs1 0.363 0.098 -1.771  1.18
O1 -0.605 -2.870 -3.160  -0.65
S1 -1.475 -2.155 -4.091  1.37
O2 -1.216 -2.456 -5.476  -0.82
O3 -1.554 -0.722 -3.818  -0.73
C1 -3.193 -2.622 -3.642  0.04
C2 -3.948 -3.076 -4.723  -0.53
C3 -5.218 -3.517 -4.463  -0.55
C4 -5.763 -3.519 -3.203  -0.87
C5 -5.057 -2.968 -2.160  -0.26
C6 -3.652 -2.634 -2.333  0.13
P1 -2.705 -2.213 -0.763  0.74
C7 -3.926 -1.015 -0.149  0.58
C8 -4.204 -0.805 1.246  0.41
C9 -5.054 0.222 1.610  -0.36
C10 -5.624 1.001 0.628  -0.72
C11 -5.220 0.950 -0.691  -0.58
C12 -4.412 -0.081 -1.115  -0.64
C13 -3.040 -3.844 0.010  0.06
C14 -3.768 -4.200 1.172  -0.02
C15 -3.740 -5.498 1.693  -0.63
C16 -2.998 -6.485 1.057  -0.45
C17 -2.349 -6.146 -0.123  -0.72
C18 -2.268 -4.815 -0.560  -0.25
H1 -3.429 -3.117 -5.708  0.46
H2 -5.722 -4.023 -5.243  0.36
H3 -6.725 -3.929 -3.054  0.49
H4 -5.383 -3.011 -1.147  0.39
H5 -3.728 -1.505 1.952  -0.30
H6 -5.211 0.346 2.708  0.13
H7 -6.289 1.730 1.022  0.39
H8 -5.621 1.660 -1.459  0.37
H9 -4.121 -0.114 -2.162  0.44
H10 -4.316 -3.423 1.717  0.25
H11 -4.146 -5.717 2.695  0.34
H12 -2.962 -7.504 1.453  0.36
H13 -1.769 -6.942 -0.579  0.37
H14 -1.685 -4.551 -1.491  0.33
C19 0.955 3.366 5.793  -1.05
C20 2.079 2.433 5.349  -0.55
Ge1 1.453 0.705 4.587  0.73
C21 3.096 -0.175 4.009  -0.39
C22 2.911 -1.439 3.170  -0.99
C23 0.058 -0.298 5.690  -0.62
C24 -1.010 -0.370 4.861  -0.53
Ge2 -0.499 0.535 3.135  0.12
C25 -0.653 -0.741 1.646  -0.10
C26 -0.854 -2.177 2.067  -0.71
C27 -1.613 2.007 2.464  -0.23
C28 -1.975 3.094 3.481  -1.56
C29 -2.291 -1.014 5.260  -0.06
C30 -2.309 -2.338 5.758  -0.15
C31 -3.504 -3.075 5.995  -1.09
C32 -4.695 -2.329 5.849  -0.50
C33 -4.729 -0.997 5.401  -0.68
C34 -3.527 -0.333 5.144  -0.07
H15 1.306 4.297 6.239  0.42
H16 0.253 2.962 6.486  0.34
H17 0.483 3.820 4.929  0.10
H18 2.842 2.248 6.131  0.55
H19 2.712 2.820 4.522  0.19
H20 3.667 -0.425 4.891  0.56
H21 3.721 0.460 3.435  0.02
H22 2.238 -2.156 3.626  0.27
H23 3.851 -2.014 2.950  0.41
H24 2.498 -1.208 2.145  0.08
H25 -0.065 -0.703 6.658  0.60
H26 0.182 -0.751 1.015  0.33
H27 -1.505 -0.373 1.078  0.08
H28 -0.022 -2.620 2.566  0.36
H29 -0.943 -2.865 1.144  0.43
H30 -1.765 -2.419 2.721  -0.24
H31 -2.477 1.497 2.061  0.35
H32 -1.060 2.391 1.606  0.32
H33 -2.260 2.764 4.488  0.28
H34 -2.777 3.728 3.086  0.45
H35 -1.073 3.727 3.593  0.23
H36 -1.364 -2.839 5.688  0.39
H37 -3.527 -4.084 6.268  0.55
H38 -5.619 -2.798 6.020  0.40
H39 -5.626 -0.444 5.299  0.49
H40 -3.475 0.620 4.715  0.57
O4 9.646 4.380 -7.441  -0.71
S2 9.497 3.255 -6.491  1.18
O5 9.334 3.618 -5.087  -0.67
O6 10.455 2.201 -6.678  -0.68
C35 7.853 2.558 -7.020  0.14
N1 7.816 1.987 -8.242  -0.53
C36 6.588 1.567 -8.612  -0.24
C37 5.494 1.545 -7.822  -0.81
C38 5.728 2.030 -6.518  0.63
N2 6.878 2.568 -6.149  -0.37
C39 4.684 1.919 -5.447  0.93
C40 3.433 1.368 -5.817  -0.72
C41 2.602 0.899 -4.845  -0.81
N3 2.855 0.968 -3.519  -0.12
C42 4.035 1.474 -3.221  -0.75
C43 4.981 1.965 -4.099  -0.34
H41 6.476 1.183 -9.656  0.34
H42 4.601 1.056 -8.130  0.31
H43 3.118 1.397 -6.847  0.33
H44 1.690 0.486 -5.099  0.62
H45 4.238 1.563 -2.182  0.57
H46 5.902 2.373 -3.764  0.70
Br1 4.547 2.678 1.753  -0.21
C44 3.742 3.488 0.192  0.56
C45 4.583 4.031 -0.809  -0.80
C46 4.010 4.674 -1.904  -0.40
C47 2.632 4.875 -1.923  -0.79
C48 1.828 4.396 -0.845  -0.35
C49 2.356 3.640 0.201  0.18
C50 1.463 2.808 1.189  -0.09
O7 1.289 3.272 2.295  -0.58
O8 1.044 1.753 0.649  -0.58
H47 5.635 3.872 -0.818  0.46
H48 4.661 5.026 -2.676  0.52
H49 2.179 5.470 -2.704  0.40
H50 0.776 4.634 -0.814  0.48

Calculated values
**Relative energy (zero: lowest compared OMol25 entry of this formula, charge and spin)**: 0.0 kJ/mol
**HOMO energy**: -0.1511 Eh
**E_tot**: -288095.5087 eV
**Total charge**: -2
**F_max**: 4.2 eV Å⁻¹



Entry 2:
C3H9O | ωB97M-V with the def2-TZVPD basis set

Each line ends with the natural charge from an NBO analysis.
Positions of all 13 atoms, in Å:
C1 -2.826 1.153 -1.149  -0.85
H1 -3.174 0.871 -0.175  0.21
H2 -1.953 1.764 -0.896  0.22
H3 -2.614 0.340 -1.793  0.22
H4 -3.637 1.589 -1.702  0.19
C2 1.382 -1.170 0.196  0.02
O1 1.981 -2.123 -0.563  -0.93
C3 2.181 -0.287 1.242  -0.66
H5 0.798 -0.350 -0.558  0.01
H6 0.527 -1.546 0.867  0.05
H7 2.478 -0.900 2.209  0.16
H8 3.135 -0.036 0.777  0.18
H9 1.722 0.695 1.545  0.17

Calculated values
**Relative energy (zero: lowest compared OMol25 entry of this formula, charge and spin)**: 89.8 kJ/mol
**HOMO energy**: -0.0764 Eh
**E_tot**: -5302.9649 eV
**Total charge**: -1
**F_max**: 2.2 eV Å⁻¹



Entry 3:
C6H4O | ωB97M-V with the def2-TZVPD basis set

Each line ends with the natural charge from an NBO analysis.
Positions of all 11 atoms, in Å:
C1 -1.996 -0.716 -0.413  -0.40
C2 -2.133 0.416 -1.014  0.01
C3 -0.668 0.027 -0.229  0.15
C4 0.558 -0.311 -0.772  -0.16
C5 1.558 0.155 0.108  -0.34
C6 0.887 0.777 1.127  0.17
O1 -0.430 0.706 0.962  -0.38
H1 -2.232 -1.715 -0.081  0.26
H2 0.686 -0.843 -1.707  0.24
H3 2.627 0.028 0.029  0.24
H4 1.230 1.304 2.009  0.21

Calculated values
**Relative energy (zero: lowest compared OMol25 entry of this formula, charge and spin)**: 275.5 kJ/mol
**HOMO energy**: -0.3290 Eh
**E_tot**: -8329.5850 eV
**F_max**: 0.6 eV Å⁻¹



> What is the formula in the third record?

C6H4O



> Look up the F_max of the third one.

0.6 eV Å⁻¹



> The highest E_tot belongs to which entry?

C3H9O



> What is the formula in the third record?

C6H4O